1.
Formula: C3H7NO2
Source: OMol25
Level of theory: ωB97M-V/def2-TZVPD

The total charge is 0. As for the spin multiplicity: 1. The HOMO-LUMO gap comes out at 10.23 eV. The highest occupied orbital energy is -9.55 eV.

```
13
C3H7NO2, DFT ωB97M-V/def2-TZVPD
O 1.52801 0.00915 1.68858
C 1.83362 0.23179 0.53375
N 0.94937 0.19157 -0.60433
C -0.45389 0.51287 -0.62714
C -1.30187 -0.57713 -0.00795
O -1.25548 -0.57739 1.39222
H 2.33391 0.91223 -0.20949
H 1.34125 -0.35194 -1.36568
H -0.59422 1.45298 -0.07229
H -0.74004 0.70978 -1.66972
H -2.34067 -0.41417 -0.29396
H -0.97625 -1.54092 -0.43810
H -0.32374 -0.55881 1.67412
```



2.
Formula: C16H30BrN4PdS2SiTe
Source: OMol25
Level of theory: ωB97M-V/def2-TZVPD

The total charge is -1. As for the spin multiplicity: 1. The HOMO-LUMO gap (spin up / spin down) comes out at 5.63 / 5.62 eV. The highest occupied orbital energy (spin up / spin down) is -3.31 / -3.31 eV.

```
56
C16H30BrN4PdS2SiTe, DFT ωB97M-V/def2-TZVPD
Pd 0.01197 -0.05083 0.68534
C -3.10855 -0.90357 -3.65202
C -2.81631 0.35414 -2.92377
N -3.52857 1.43727 -2.96430
N -2.85851 2.30849 -2.15097
C -1.75921 1.78545 -1.56559
S -0.67685 2.43736 -0.48847
N -1.73151 0.52235 -2.10252
N -0.83825 -0.44250 -1.64733
H -3.98263 -0.74307 -4.27781
H -3.31653 -1.72471 -2.96384
H -2.26226 -1.19212 -4.27783
H -3.23429 3.21864 -1.95762
H 0.10258 -0.28206 -2.01106
H -1.16189 -1.36615 -1.91315
Te 2.32599 -1.31687 -0.27402
C 2.11868 -2.94961 -1.61597
C 2.35507 -4.28201 -1.41538
C 2.03436 -5.10049 -2.53516
C 1.54760 -4.39068 -3.59049
S 1.49881 -2.71717 -3.20411
H 2.73827 -4.66259 -0.47943
H 2.15992 -6.17487 -2.55061
H 1.23512 -4.76867 -4.55013
C -0.20727 -2.14706 3.38108
Si -1.20296 -1.45563 1.95047
C -1.84380 -2.98473 0.93648
C -2.31777 -4.09025 1.89273
C -2.99160 -2.68554 -0.03012
C -0.67995 -3.57058 0.13232
C -2.68022 -0.40483 2.63716
C -3.55927 -1.26191 3.55774
C -3.55772 0.19877 1.53264
C -2.16190 0.77435 3.46943
H -0.81301 -2.75092 4.06194
H 0.24764 -1.32297 3.92743
H 0.60908 -2.76187 2.99612
H -3.17675 -3.79629 2.49593
H -1.52416 -4.40427 2.57132
H -2.61284 -4.96723 1.30322
H -3.93447 -2.51741 0.49144
H -3.13919 -3.54165 -0.70090
H -2.80754 -1.79905 -0.64076
H 0.14898 -3.87707 0.77296
H -0.25530 -2.85741 -0.56984
H -1.01846 -4.45349 -0.42549
H -4.10821 -2.03313 3.01327
H -4.30339 -0.61992 4.04490
H -2.98302 -1.75017 4.34577
H -4.12207 -0.54217 0.96925
H -2.95510 0.78250 0.83028
H -4.28426 0.88619 1.98264
H -1.57697 0.44808 4.33105
H -3.02657 1.34115 3.83882
H -1.52178 1.44279 2.89768
Br 1.22947 1.03988 2.74213
```



3.
Formula: C20H17Cl7N4NiO4
Source: OMol25
Level of theory: ωB97M-V/def2-TZVPD

The total charge is 0. As for the spin multiplicity: 1. The HOMO-LUMO gap comes out at 8.00 eV. The highest occupied orbital energy is -7.80 eV.

```
53
C20H17Cl7N4NiO4, DFT ωB97M-V/def2-TZVPD
Ni 0.19875 0.43150 0.61223
Cl 7.19607 2.12207 -1.04381
C 5.64708 1.57606 -0.45787
C 5.58849 0.49516 0.42057
C 4.37755 0.05612 0.88721
Cl 4.35644 -1.31927 1.96450
C 3.13406 0.65264 0.52409
O 2.04743 0.18831 1.02496
C 3.24695 1.74404 -0.37267
C 2.07488 2.46891 -0.84154
O 0.92880 2.21970 -0.52429
C 4.48740 2.18810 -0.84866
H 6.49830 -0.00147 0.72875
H 2.27647 3.30448 -1.53630
H 4.51926 3.02688 -1.53277
Cl -1.04093 3.26123 1.35748
C -2.09390 2.10454 0.55908
C -1.65936 0.79797 0.28896
C -2.65372 -0.03619 -0.21891
Cl -2.35694 -1.74334 -0.45944
C -3.94798 0.39186 -0.52552
Cl -5.11758 -0.69231 -1.18242
C -4.30954 1.71143 -0.29434
Cl -5.89638 2.26229 -0.67266
C -3.37933 2.57386 0.27440
Cl -3.85088 4.19760 0.61806
N 1.39626 -1.59909 3.96411
C 0.91592 -0.36354 4.61758
C 0.81903 0.75436 3.59549
N -0.22448 0.50784 2.58889
H 1.60559 -2.29866 4.66924
H 2.26591 -1.39846 3.47668
H 0.63080 -2.62291 2.86983
H 1.58368 -0.04259 5.42392
H -0.06121 -0.57490 5.06040
H 1.77176 0.82829 3.07709
H 0.62866 1.71269 4.07866
H -1.03372 1.09707 2.75317
H -0.54340 -0.45889 2.63934
C 0.60542 -5.75395 0.83582
N 0.65945 -4.39520 0.30073
C 0.81612 -4.21306 -1.05686
C 0.86702 -2.99193 -1.60868
C 0.69168 -1.85020 -0.73689
O 0.58561 -0.68605 -1.15921
N 0.58989 -2.07758 0.60510
C 0.58339 -3.27852 1.07284
O 0.48611 -3.48876 2.37153
H 1.54041 -6.27130 0.62569
H -0.22282 -6.28836 0.37332
H 0.45181 -5.71367 1.90840
H 0.88972 -5.12540 -1.63195
H 0.97430 -2.84974 -2.67113
```



4.
Formula: C3H9O3
Source: OMol25
Level of theory: ωB97M-V/def2-TZVPD

The total charge is -1. As for the spin multiplicity: 1. The HOMO-LUMO gap comes out at 6.92 eV. The highest occupied orbital energy is -3.15 eV.

```
15
C3H9O3, DFT ωB97M-V/def2-TZVPD
C 0.47117 -0.76043 -0.98176
O 1.29303 0.33786 -0.97425
C 0.09198 -1.23515 0.42368
C -0.73292 -0.16088 1.12236
O -0.83299 -0.40822 2.54889
H -0.48193 -0.52385 -1.50105
H 0.96606 -1.60690 -1.51417
H 0.92755 -1.47917 1.07706
H -0.56363 -2.11063 0.27756
H -0.23142 0.79471 0.96083
H -1.75920 -0.13685 0.75433
H -0.39496 0.30573 3.01351
H -0.31485 2.65524 -1.65426
H 0.96673 1.71582 -1.61626
O 0.59537 2.61272 -1.93648
```



What did the first record say?
Formula: C3H7NO2
Source: OMol25
Level of theory: ωB97M-V/def2-TZVPD

The total charge is 0. As for the spin multiplicity: 1. The HOMO-LUMO gap comes out at 10.23 eV. The highest occupied orbital energy is -9.55 eV.

```
13
C3H7NO2, DFT ωB97M-V/def2-TZVPD
O 1.52801 0.00915 1.68858
C 1.83362 0.23179 0.53375
N 0.94937 0.19157 -0.60433
C -0.45389 0.51287 -0.62714
C -1.30187 -0.57713 -0.00795
O -1.25548 -0.57739 1.39222
H 2.33391 0.91223 -0.20949
H 1.34125 -0.35194 -1.36568
H -0.59422 1.45298 -0.07229
H -0.74004 0.70978 -1.66972
H -2.34067 -0.41417 -0.29396
H -0.97625 -1.54092 -0.43810
H -0.32374 -0.55881 1.67412
```